[1]
DFT (wB97M-V/def2-TZVPD) results for a cluster of 2 separate species, C2H8NS in total.

Frontier orbital gap (eV): 6.8
HOMO energy (eV): -2.765
Maximum force (Eh/bohr): 0.049
Molecular weight (g/mol): 78.16
ΔE to the lowest compared entry with this formula, charge and spin (kcal per mole): 27.9

Structure (ORCA input):
```
! RIJCOSX wB97M-V def2-TZVPD def2/J DEFGRID3
* xyz -1 1
S 2.191 0.264 -1.952
H 1.400 0.105 -3.055
C -0.270 -0.833 1.518
N -0.107 -0.468 0.121
C -0.631 0.788 -0.471
H -0.045 -0.022 2.264
H 0.317 -1.745 1.743
H -1.433 -0.970 1.815
H 0.845 -0.455 -0.265
H -1.739 0.988 -0.130
H -0.179 1.717 -0.032
H -0.348 0.631 -1.554
*
```

Atomic partial charges in e from the Löwdin method, atoms 1 to 5:
1 S -0.1665
2 H -0.4050
3 C -0.2079
4 N -0.2487
5 C -0.2338



[2]
DFT (wB97M-V/def2-TZVPD) results for a structure of composition C8H11BrCoNO2.

Frontier orbital gap (spin up / spin down) (eV): 8.5 / 4.8
HOMO energy (spin up / spin down) (eV): -12.644 / -11.601
Maximum force (Eh/bohr): 0.022
Molecular weight (g/mol): 292.02
ΔE to the lowest compared entry with this formula, charge and spin (kcal per mole): 0.0

Structure (ORCA input):
```
! RIJCOSX wB97M-V def2-TZVPD def2/J DEFGRID3
* xyz 1 4
Co 2.829 3.466 -3.592
Br 1.163 1.873 -2.735
O 1.902 1.990 1.149
C 1.745 0.813 1.163
O 0.792 0.232 1.962
C 0.710 -1.187 1.732
C 1.959 -1.539 0.926
C 2.305 -0.231 0.215
H -0.153 -1.376 1.075
H 0.559 -1.683 2.683
H 1.851 -2.411 0.281
H 2.756 -1.854 1.607
H 1.731 -0.047 -0.696
H 3.374 -0.132 0.074
N -1.516 0.545 -1.311
C -1.581 0.833 -0.001
C -2.740 0.203 0.552
C -3.364 -0.429 -0.477
C -2.585 -0.211 -1.645
H -0.758 0.872 -1.914
H -0.862 1.506 0.448
H -3.084 0.288 1.568
H -4.252 -1.032 -0.396
H -2.778 -0.490 -2.669
*
```

Atomic partial charges in e from the Löwdin method, atoms 1 to 5:
1 Co 0.3606
2 Br 0.0341
3 O 0.1265
4 C -0.5015
5 O -0.0127